DFT (ωB97M-V with the def2-TZVPD basis set) results for C42H88B3F30N11O18S6 as an isolated structure in a non-equilibrium geometry.

Computed properties:
Total charge   +2
HOMO-LUMO gap   2.973 eV
HOMO level   -10.038 eV

Last column: Mulliken charge in e.
CARTESIAN COORDINATES (ANGSTROEM)
C: 12.364 19.582 21.632  -0.177
C: 12.763 20.519 22.626  0.281
O: 13.238 20.039 23.642  -0.469
N: 12.553 22.036 22.407  0.003
H: 12.220 22.206 21.469  0.276
H: 11.724 22.235 22.949  0.386
C: 13.673 22.904 23.032  -0.648
H: 12.348 18.601 22.107  0.202
H: 13.075 19.596 20.806  -0.339
H: 11.349 19.862 21.349  0.575
H: 14.635 22.606 22.617  0.259
H: 13.621 22.725 24.105  0.324
H: 13.616 23.976 22.838  0.369
C: 10.423 12.365 16.969  -0.834
C: 9.494 13.525 17.211  0.623
O: 8.746 13.632 18.163  -0.461
N: 9.496 14.630 16.115  0.302
H: 9.590 14.280 15.172  0.287
H: 8.593 15.082 16.144  0.425
C: 10.586 15.735 16.357  -1.117
H: 10.601 12.148 15.915  0.305
H: 10.019 11.404 17.286  0.383
H: 11.414 12.454 17.414  0.109
H: 10.486 16.674 15.812  0.350
H: 11.522 15.228 16.121  0.225
H: 10.522 15.855 17.438  0.462
C: 14.535 13.305 20.325  0.061
C: 14.115 14.152 21.462  0.537
O: 13.340 15.083 21.362  -0.583
N: 14.621 13.781 22.879  0.329
H: 14.103 12.954 23.139  0.516
H: 15.568 13.435 22.827  0.133
C: 14.552 14.932 23.899  -0.736
H: 15.593 13.051 20.382  -0.403
H: 14.423 13.723 19.325  -0.073
H: 14.001 12.360 20.424  0.577
H: 14.759 14.563 24.904  0.363
H: 13.503 15.225 23.858  0.403
H: 15.275 15.699 23.622  0.204
C: 17.429 10.978 18.516  -1.541
C: 17.575 12.360 17.912  0.473
O: 16.899 13.329 18.251  -0.245
N: 18.555 12.458 16.821  0.096
H: 19.110 11.617 16.880  0.447
H: 17.971 12.435 15.997  0.369
C: 19.378 13.766 16.922  -0.520
H: 16.733 10.905 19.351  0.118
H: 18.407 10.769 18.951  0.524
H: 17.100 10.296 17.731  0.515
H: 19.879 13.826 15.955  0.362
H: 20.149 13.639 17.681  0.368
H: 18.614 14.487 17.210  0.054
C: 13.063 22.252 15.224  -0.730
C: 11.655 21.852 15.504  0.577
O: 10.824 21.817 14.588  -0.425
N: 11.243 21.720 16.993  0.361
H: 11.115 20.791 17.369  -0.160
H: 11.978 22.058 17.598  0.345
C: 9.981 22.527 17.309  -0.881
H: 13.163 22.398 14.148  0.404
H: 13.756 21.432 15.416  0.114
H: 13.484 23.080 15.794  0.186
H: 9.174 21.969 16.835  0.372
H: 9.986 23.571 16.999  0.349
H: 9.843 22.483 18.390  0.359
C: 17.690 22.260 16.109  -0.839
C: 16.539 22.074 17.081  0.144
O: 15.876 21.043 17.236  -0.250
N: 16.342 23.222 18.046  0.876
H: 15.724 22.924 18.787  0.498
H: 17.205 23.512 18.483  -0.116
C: 15.654 24.461 17.492  -0.251
H: 18.574 22.211 16.746  0.308
H: 17.684 23.253 15.659  0.361
H: 17.720 21.510 15.319  0.169
H: 14.909 24.894 18.159  0.393
H: 15.188 24.169 16.551  0.190
H: 16.481 25.145 17.302  -0.127
C: 20.512 18.457 21.137  -1.566
C: 21.870 19.140 21.100  0.001
C: 22.353 19.444 22.542  -1.050
N: 23.700 20.245 22.575  0.211
C: 23.400 21.781 22.258  -0.997
C: 22.584 22.602 23.256  -0.211
C: 23.179 22.322 24.679  -0.975
C: 23.395 20.791 24.985  -0.570
C: 24.303 20.048 23.970  -0.539
C: 24.793 19.695 21.644  -0.873
H: 20.555 17.541 21.726  0.388
H: 20.109 18.269 20.142  0.536
H: 19.719 19.022 21.627  0.221
H: 21.826 20.016 20.453  0.254
H: 22.566 18.415 20.679  0.385
H: 22.455 18.442 22.957  0.428
H: 21.590 19.898 23.175  0.356
H: 22.918 21.751 21.281  0.610
H: 24.390 22.199 22.078  0.523
H: 21.537 22.298 23.268  -0.075
H: 22.653 23.631 22.901  0.520
H: 22.471 22.740 25.394  0.417
H: 24.145 22.813 24.800  0.382
H: 22.402 20.394 25.193  0.293
H: 23.967 20.872 25.910  0.394
H: 24.222 18.971 24.120  0.419
H: 25.334 20.398 24.025  0.428
H: 24.639 20.227 20.706  0.396
H: 24.594 18.627 21.549  0.384
H: 25.780 19.897 22.059  0.300
C: 15.997 18.714 21.256  -1.320
C: 15.483 17.753 20.200  1.220
C: 15.361 18.419 18.817  -0.865
N: 14.788 17.506 17.668  0.911
C: 14.446 18.339 16.426  -0.858
C: 13.899 17.532 15.183  0.062
C: 14.867 16.374 14.798  -1.207
C: 15.297 15.464 16.058  -0.278
C: 15.763 16.341 17.331  0.091
C: 13.438 16.813 18.102  -0.104
H: 17.057 18.958 21.187  0.212
H: 15.737 18.321 22.239  0.414
H: 15.408 19.630 21.242  0.110
H: 14.464 17.470 20.464  -0.111
H: 16.062 16.835 20.109  -0.417
H: 16.248 19.011 18.592  0.728
H: 14.720 19.285 18.986  0.186
H: 15.427 18.797 16.306  0.519
H: 13.693 19.097 16.645  0.029
H: 13.831 18.206 14.328  0.883
H: 12.897 17.242 15.500  -0.482
H: 15.790 16.683 14.308  0.373
H: 14.347 15.812 14.021  0.453
H: 16.203 14.893 15.854  0.051
H: 14.498 14.750 16.260  0.115
H: 16.767 16.750 17.222  0.388
H: 15.840 15.672 18.189  -0.217
H: 13.056 16.249 17.251  0.306
H: 12.747 17.607 18.386  0.168
H: 13.680 16.086 18.877  -0.348
B: 11.410 14.450 13.447  0.246
F: 10.031 14.239 13.366  -0.428
F: 11.935 13.591 14.376  -0.367
F: 12.108 14.199 12.276  -0.375
F: 11.629 15.746 13.744  -0.115
B: 10.052 18.935 18.346  0.099
F: 9.518 17.733 18.641  -0.306
F: 11.150 19.264 19.004  0.076
F: 10.373 18.937 16.972  -0.364
F: 9.141 20.038 18.549  -0.390
B: 17.537 13.556 13.363  0.375
F: 18.256 14.652 13.577  -0.380
F: 16.209 13.822 13.574  -0.268
F: 17.630 13.332 12.038  -0.354
F: 17.945 12.502 14.101  -0.397
C: 16.471 20.172 13.023  0.546
F: 15.287 20.632 13.519  -0.099
F: 17.379 21.136 12.921  -0.206
F: 16.905 19.281 13.841  -0.214
S: 16.267 19.381 11.259  0.906
O: 15.299 18.227 11.381  -0.549
O: 15.876 20.482 10.348  -0.542
N: 17.872 18.698 11.004  -0.396
S: 18.592 19.711 9.998  1.023
O: 17.986 19.653 8.637  -0.634
O: 18.733 21.068 10.513  -0.639
C: 20.432 19.131 9.835  0.539
F: 20.333 17.832 9.616  -0.196
F: 21.085 19.832 8.829  -0.188
F: 21.102 19.271 11.044  -0.227
C: 15.394 10.354 23.579  0.599
F: 14.425 10.701 22.686  -0.226
F: 15.258 10.993 24.760  -0.233
F: 15.323 9.049 23.803  -0.178
S: 17.128 10.825 22.892  0.841
O: 18.002 10.493 24.027  -0.578
O: 17.206 10.003 21.712  -0.538
N: 16.889 12.548 22.601  -0.474
S: 18.391 12.826 22.289  0.598
O: 19.343 12.766 23.393  -0.589
O: 18.888 12.205 21.017  -0.572
C: 18.372 14.725 21.801  0.643
F: 19.648 15.083 21.528  -0.224
F: 17.605 14.883 20.729  -0.212
F: 17.964 15.453 22.768  -0.217
C: 19.094 26.247 16.893  0.544
F: 18.681 25.357 16.004  -0.183
F: 19.968 27.146 16.317  -0.193
F: 18.052 26.970 17.267  -0.229
S: 19.923 25.357 18.328  0.994
O: 21.062 24.717 17.691  -0.617
O: 20.215 26.427 19.290  -0.597
N: 18.819 24.173 18.908  -0.665
S: 19.627 23.702 20.244  0.806
O: 20.865 23.005 19.946  -0.598
O: 19.841 24.718 21.297  -0.621
C: 18.361 22.464 21.029  0.433
F: 17.254 23.160 21.325  -0.262
F: 17.993 21.519 20.212  -0.149
F: 18.854 21.910 22.175  -0.162

Force components x, y, z for each atom (eV/Å):
C -1.343 -0.153 -1.563
C 2.310 -2.429 3.898
O -0.664 3.434 -1.272
N 0.550 -0.093 1.438
H 0.582 0.247 -0.690
H -0.612 0.163 0.585
C 0.356 -0.288 -0.343
H 0.038 0.139 -0.242
H -0.365 -0.009 -0.414
H -0.075 -0.374 -0.874
H -0.159 -0.405 0.151
H 0.113 -0.118 -0.211
H -0.860 -0.171 -0.213
C 0.089 -0.702 -0.995
C -1.034 -0.440 1.539
O 1.666 0.436 -2.512
N 0.456 1.153 1.220
H 0.487 -0.653 -1.322
H -0.513 0.189 0.266
C -0.078 -1.879 1.150
H 0.117 0.728 -0.270
H -0.436 0.415 0.715
H -0.107 0.447 0.145
H -0.563 -0.525 -0.165
H -0.089 0.182 -0.319
H -0.009 0.555 -0.079
C 1.088 -0.758 0.282
C -1.721 2.136 -0.344
O 1.582 -1.362 0.731
N -1.239 1.983 -0.407
H -0.543 -0.334 0.556
H 1.581 -0.652 -0.304
C -0.954 -1.140 -0.584
H 0.072 -0.104 0.288
H -0.594 0.309 0.376
H -0.117 -0.183 -0.170
H 0.185 -0.264 -0.267
H 0.326 0.598 0.095
H -0.289 -0.113 -0.141
C 0.259 0.844 -0.207
C -3.059 0.876 2.488
O 1.991 -1.717 -1.249
N 0.353 0.988 2.013
H 0.479 -0.252 -0.515
H -0.038 0.164 -2.101
C -0.251 -1.450 -0.459
H -0.028 0.482 -0.214
H 0.141 -0.612 -0.179
H 0.422 -0.294 -0.041
H -0.467 0.716 -0.064
H -0.335 -0.113 0.198
H 0.566 0.320 -0.505
C 0.844 -0.880 -0.013
C -2.539 0.825 -3.981
O 2.433 -0.417 4.546
N -0.406 1.772 -0.234
H -0.690 -1.381 -0.637
H 0.592 0.463 -0.274
C -0.482 -0.790 0.170
H -0.189 0.339 0.119
H -0.027 -0.412 0.205
H -0.579 0.254 0.037
H 0.005 0.270 0.083
H 0.585 -0.282 -0.388
H -0.025 -0.173 -0.141
C -0.945 0.300 0.534
C -0.203 -3.114 -0.739
O 1.372 3.609 0.090
N -2.637 -0.229 -0.162
H 0.062 -0.756 0.295
H 1.920 0.559 0.382
C 0.985 -0.133 -1.065
H 0.358 0.007 -0.012
H -0.020 0.041 0.049
H -0.170 -0.079 0.284
H 0.341 -0.289 0.212
H 0.034 0.238 0.040
H -0.488 0.306 -0.104
C -0.613 -0.032 0.398
C -0.064 0.326 0.477
C 0.453 -0.297 -1.399
N -0.149 0.257 1.074
C 0.286 -1.074 -0.855
C 1.159 -1.762 0.827
C -0.244 -0.116 -1.067
C 0.627 1.798 0.160
C -2.568 0.708 0.453
C -1.703 0.548 -0.220
H 0.088 -0.286 -0.321
H 0.353 -0.308 -0.065
H 0.174 0.562 0.170
H 0.111 0.098 0.083
H 0.086 0.206 -0.237
H 0.816 0.115 0.412
H 0.320 0.645 -0.304
H -0.069 -0.027 -0.007
H 0.061 0.073 0.314
H -0.064 0.074 -0.263
H -0.064 0.041 0.293
H 0.291 -0.098 0.270
H -0.052 0.237 -0.056
H 0.337 -0.681 -0.137
H -0.236 -0.669 0.254
H 0.492 0.051 0.190
H -0.210 0.073 -0.235
H 0.308 -0.400 -0.177
H 0.334 0.113 -0.108
H -0.281 0.030 -0.051
C -0.435 -0.133 0.240
C -0.491 -0.249 -1.159
C -0.688 -0.017 0.290
N -1.313 -0.920 1.063
C 1.092 -0.312 -0.843
C 1.997 -0.039 1.576
C -0.144 -0.693 1.143
C 0.089 2.143 -0.276
C -1.040 -0.439 -1.159
C 1.569 0.495 -0.166
H -0.081 -0.065 0.023
H 0.514 -0.214 0.128
H 0.120 0.405 -0.333
H 0.015 -0.266 0.236
H 0.173 0.052 0.299
H 0.570 -1.034 -0.960
H -1.001 -0.249 -0.486
H -0.246 0.375 -0.924
H 0.124 0.003 0.738
H -0.121 0.148 0.111
H -0.030 -0.395 -0.646
H -0.105 0.566 0.065
H 0.142 -0.536 0.264
H -0.206 -0.060 -0.501
H 0.010 0.063 0.464
H -0.163 0.338 -0.485
H -0.354 0.199 0.217
H 0.244 0.357 0.052
H -0.001 -0.214 0.179
H -0.235 0.346 0.219
B 1.348 -0.916 -2.872
F -1.256 -0.296 0.406
F 0.214 -0.895 2.352
F -0.606 -0.271 -0.528
F 0.143 2.507 1.425
B -3.411 0.538 -2.158
F -0.276 -0.842 0.826
F 3.542 0.683 2.211
F 0.540 0.361 -0.821
F 0.199 -0.374 0.067
B -1.794 0.965 -3.141
F 2.236 2.800 2.201
F -2.035 0.198 1.729
F 0.608 -1.523 -2.201
F 1.060 -2.494 2.696
C -0.345 -0.119 -3.266
F 0.320 0.467 0.026
F -0.608 0.496 0.661
F 0.680 -1.467 1.866
S -0.773 -2.494 -2.579
O 2.663 3.272 0.710
O 0.675 -1.914 2.566
N -2.703 1.367 1.000
S -0.822 2.741 -3.499
O 1.950 -0.511 2.494
O 0.418 -0.763 0.158
C -0.815 0.449 0.964
F 0.954 -0.004 -0.763
F -1.164 -1.642 2.136
F -0.585 0.291 -1.911
C 1.155 -0.036 0.247
F 0.231 0.226 0.813
F -0.674 0.012 -0.922
F 0.120 0.937 -0.406
S -1.176 -3.122 2.631
O -1.692 1.245 -2.283
O -0.120 1.136 0.090
N 0.520 -3.200 0.545
S 5.935 2.417 -2.663
O -1.668 0.453 -1.177
O -1.502 1.258 2.318
C 1.876 -3.450 -0.565
F -0.882 -0.224 -0.260
F -0.311 0.557 -0.533
F -1.272 1.763 1.840
C 0.962 1.601 -0.462
F 0.039 -0.258 -0.466
F -1.040 -2.128 1.066
F -0.562 -0.087 0.494
S 2.913 1.904 -0.003
O -1.763 0.406 0.454
O -1.223 -1.905 -1.744
N 1.031 0.958 0.585
S 2.080 1.100 2.871
O -1.444 -0.722 0.007
O -1.622 -2.117 -1.621
C 1.443 1.559 0.915
F -0.358 0.069 0.373
F -0.243 -1.406 -0.974
F -0.496 0.623 -1.362